{
  "formula": "C33H35BrFILuN6O9",
  "method": "wB97M-V/def2-TZVPD",
  "molar_mass_g_mol": 1060.45,
  "total_charge": 1,
  "total_energy_ev": -176638.4368,
  "largest_force_ev_per_a": 2.30,
  "species": ["Lu", "N", "N", "C", "O", "O", "H", "H", "H", "F", "C", "C", "C", "C", "O", "C", "C", "N", "C", "C", "C", "C", "C", "C", "N", "C", "C", "N", "C", "C", "C", "O", "O", "H", "H", "H", "H", "H", "H", "H", "H", "H", "H", "H", "H", "H", "H", "H", "H", "H", "H", "O", "C", "C", "C", "N", "C", "Br", "C", "H", "H", "H", "H", "I", "C", "C", "C", "C", "C", "C", "C", "O", "O", "H", "H", "H", "H", "C", "C", "C", "O", "H", "H", "H", "H", "H", "H"],
  "coordinates": [[2.4516, -1.1241, -1.2279], [1.4706, -0.6120, -3.5672], [1.1364, -1.8825, -4.0913], [1.6090, -3.0448, -3.4272], [1.5149, -4.0970, -4.0322], [2.0224, -2.8661, -2.2221], [0.7137, 0.0283, -3.7551], [2.3194, -0.2456, -3.9875], [1.1722, -1.9780, -5.0935], [-4.3850, -1.4227, 1.0044], [-3.7330, -0.2886, 0.6237], [-2.4264, -0.3813, 0.2429], [-1.7000, 0.7649, -0.0773], [-0.3117, 0.6400, -0.5473], [0.1583, -0.4714, -0.8244], [0.3899, 1.8899, -0.6405], [-0.2680, 3.0592, -0.4649], [-1.5948, 3.1653, -0.1830], [-2.2087, 4.4696, -0.0949], [-1.4676, 5.5841, 0.5726], [-2.6608, 4.9778, 1.2455], [-2.3269, 2.0179, 0.0419], [-3.6895, 2.0751, 0.3652], [-4.4171, 0.9337, 0.6595], [-5.7875, 1.0383, 0.9669], [-6.7318, -0.0242, 0.7133], [-7.0699, -0.8088, 1.9802], [-7.5642, 0.1634, 3.0136], [-6.5574, 1.2430, 3.2824], [-6.2497, 1.9694, 1.9694], [1.9102, 1.9579, -0.7978], [2.4517, 2.9072, -0.2368], [2.4509, 1.0273, -1.4639], [-1.9287, -1.3406, 0.2144], [0.2808, 3.9864, -0.5440], [-2.8126, 4.7183, -0.9605], [-1.5637, 6.5688, 0.1392], [-0.4946, 5.3809, 0.9975], [-3.5776, 5.5504, 1.2975], [-2.4767, 4.3450, 2.1042], [-4.1942, 3.0296, 0.3575], [-6.3512, -0.7050, -0.0410], [-7.6556, 0.4202, 0.3174], [-6.1838, -1.2998, 2.3753], [-7.8440, -1.5530, 1.7985], [-7.8035, -0.3231, 3.8766], [-8.4218, 0.5983, 2.6652], [-5.6563, 0.7656, 3.6651], [-6.9583, 1.9205, 4.0348], [-5.4929, 2.7226, 2.1686], [-7.1526, 2.4830, 1.6150], [-0.0343, -7.0668, 1.0330], [0.2548, -5.7950, 0.7075], [-0.6741, -4.8975, 0.1865], [-0.2593, -3.6084, -0.0865], [0.9764, -3.1697, 0.1269], [1.8461, -4.0587, 0.5662], [3.6271, -3.3955, 0.6559], [1.5665, -5.3660, 0.8896], [-0.9407, -7.2872, 0.7984], [-1.6879, -5.2073, -0.0348], [-0.9328, -2.8896, -0.5371], [2.3231, -6.0560, 1.2329], [10.4316, 1.3062, -4.1795], [8.6049, 0.6957, -3.3290], [7.4381, 1.3640, -3.6673], [6.2333, 0.9284, -3.1416], [6.2004, -0.1509, -2.2660], [7.3789, -0.7920, -1.9124], [8.5870, -0.3749, -2.4518], [4.8754, -0.6616, -1.7913], [4.5956, -0.7304, -0.5667], [4.0493, -1.0278, -2.6751], [7.4676, 2.2088, -4.3416], [5.3096, 1.4304, -3.4017], [7.3523, -1.6263, -1.2225], [9.5018, -0.8869, -2.1868], [3.8784, 0.8622, 2.0472], [2.8153, -0.1814, 2.0636], [2.5693, -0.9143, 3.3517], [2.2105, -0.5224, 1.0573], [4.0047, 1.3357, 3.0185], [3.6954, 1.6055, 1.2730], [4.8106, 0.3545, 1.7747], [2.6640, -0.2627, 4.2178], [3.3320, -1.6950, 3.4270], [1.5950, -1.4000, 3.3363]],
  "forces_ev_per_angstrom": [[-1.84, 0.73, 1.19], [0.26, -0.59, 0.11], [-0.02, 0.07, 0.07], [-0.31, -0.21, -0.50], [0.11, 0.06, 0.13], [-0.29, -0.83, -0.80], [-0.12, 0.06, 0.19], [0.07, 0.02, -0.02], [0.01, -0.04, -0.09], [-0.02, 0.00, -0.01], [0.09, -0.01, 0.01], [-0.03, -0.05, -0.01], [-0.12, 0.12, -0.06], [-0.03, 0.26, -0.18], [-0.07, -0.13, 0.15], [0.40, -0.32, 0.08], [-0.17, -0.08, -0.01], [0.19, 0.13, 0.08], [-0.08, 0.00, -0.04], [0.06, 0.07, 0.01], [-0.08, 0.01, 0.09], [-0.03, -0.25, 0.03], [-0.07, 0.05, 0.00], [0.18, 0.09, -0.10], [-0.13, 0.02, 0.08], [0.03, 0.04, 0.09], [0.12, -0.18, -0.39], [-0.01, 0.00, 0.01], [0.25, 0.37, -0.09], [0.01, -0.24, 0.05], [-0.35, 0.49, 0.33], [0.10, -0.09, -0.25], [0.10, 0.45, -0.12], [-0.03, 0.03, -0.01], [0.00, 0.01, 0.02], [0.00, 0.03, 0.02], [-0.02, -0.02, -0.03], [-0.02, -0.07, 0.00], [0.01, -0.01, -0.06], [0.06, -0.03, -0.04], [-0.03, 0.01, 0.00], [-0.03, -0.02, -0.01], [0.01, -0.02, -0.03], [-0.04, 0.06, 0.11], [-0.08, 0.07, 0.08], [-0.02, -0.02, 0.03], [-0.06, -0.01, 0.06], [-0.06, -0.09, 0.04], [-0.09, -0.08, 0.01], [0.00, 0.04, 0.00], [0.02, 0.04, 0.02], [0.07, -0.14, 0.05], [0.10, 0.30, -0.08], [-0.03, -0.06, -0.01], [-0.03, 0.02, -0.03], [0.21, -0.02, 0.16], [-0.06, 0.19, 0.02], [0.00, -0.39, 0.15], [0.02, -0.22, 0.04], [-0.07, 0.04, -0.05], [0.00, 0.01, 0.03], [0.01, -0.05, 0.00], [0.01, 0.05, 0.01], [-0.26, -0.07, 0.14], [0.28, 0.10, -0.13], [0.00, 0.04, -0.01], [-0.05, -0.05, 0.02], [-0.05, -0.01, -0.02], [-0.08, 0.06, 0.11], [0.04, -0.07, 0.08], [1.10, 0.15, -0.43], [0.27, -0.12, 0.09], [0.61, 0.29, -0.42], [-0.01, -0.01, 0.00], [0.01, -0.02, -0.03], [0.01, 0.00, -0.02], [0.00, 0.01, -0.03], [0.09, 0.11, -0.18], [0.14, -0.15, 0.07], [-0.17, 0.01, -0.01], [-0.03, 0.14, 0.23], [0.00, -0.04, 0.02], [-0.06, 0.00, -0.05], [-0.02, -0.01, 0.03], [0.03, 0.00, 0.01], [0.04, 0.04, 0.01], [0.02, 0.00, -0.04]]
}

{
  "formula": "C4H11O4",
  "method": "wB97M-V/def2-TZVPD",
  "molar_mass_g_mol": 123.13,
  "total_charge": -1,
  "total_energy_ev": -12514.7821,
  "largest_force_ev_per_a": 4.28,
  "species": ["C", "O", "C", "C", "C", "O", "H", "H", "H", "H", "H", "H", "H", "H", "H", "O", "H", "H", "O"],
  "coordinates": [[2.0143, -0.3944, -0.8748], [2.2315, -1.5419, -1.5776], [0.4656, -0.6876, -0.0397], [-0.1705, 0.6728, 0.3135], [-1.5931, 0.6128, -0.0400], [-2.2759, 1.5709, 0.0671], [2.8795, -0.3539, -0.1703], [1.8127, 0.5986, -1.3759], [-0.0777, -1.3095, -0.7076], [0.6845, -1.2719, 0.8898], [0.4941, 1.4765, -0.2569], [-0.1597, 0.7787, 1.4288], [-1.9933, -0.4736, -0.1004], [0.0153, -0.8902, -2.8654], [1.0160, -1.8668, -2.3297], [0.3396, -1.7371, -3.1800], [-1.8581, 1.3495, 4.3425], [-1.9210, 1.5053, 2.8283], [-1.9037, 1.9618, 3.6486]],
  "forces_ev_per_angstrom": [[-1.87, -3.09, 1.17], [-0.03, 0.88, -0.12], [3.76, 1.63, 1.21], [2.51, -0.95, -0.91], [0.44, -1.53, 1.32], [-2.33, 1.61, -0.55], [-0.72, 0.98, 0.25], [0.31, -0.54, -0.15], [-0.56, -0.30, -0.65], [-0.06, 0.31, -0.83], [-1.84, -1.06, 1.44], [0.19, 0.50, -0.89], [0.09, 1.27, -0.51], [-0.34, 0.30, -0.45], [0.48, 0.31, -1.61], [0.00, -0.37, 1.32], [0.11, -1.48, 1.24], [-0.05, -0.71, -1.07], [-0.09, 2.24, -0.21]]
}